The following is a DFT calculation (ωB97M-V/def2-TZVPD) of a structure of composition C30H57BFeO2P2 at a distorted geometry.

Structure (XYZ):
```
93
Properties=species:S:1:pos:R:3:lowdin_spin:R:1
Fe 0.1838 -0.3314 -3.2757 3.26
C 0.8018 -2.5168 -1.2646 0.10
C 1.3920 -1.9473 -2.4807 0.23
C 2.3818 -0.9679 -0.6261 0.23
C 1.4098 -1.9050 -0.1790 0.09
C 2.4106 -0.9774 -2.0334 0.02
C -0.1215 -3.6779 -1.1991 0.01
H -0.8202 -3.6810 -2.0464 0.00
H -0.7219 -3.6833 -0.2744 0.00
H 0.4224 -4.6376 -1.2133 0.00
C 1.3021 -2.3335 1.2421 0.01
H 0.4686 -3.0249 1.3837 0.00
H 1.1669 -1.4837 1.9206 0.00
H 2.2267 -2.8497 1.5535 0.00
C 3.3103 -0.2840 0.3054 0.04
H 4.1027 -0.9621 0.6748 0.02
H 2.7809 0.0635 1.2042 0.01
H 3.8000 0.5818 -0.1515 0.00
C 3.3758 -0.3053 -2.9381 0.00
H 4.0917 -0.9997 -3.4235 0.00
H 3.9701 0.4492 -2.4068 0.00
H 2.8405 0.2143 -3.7556 0.00
C 1.4350 -2.6952 -3.7706 0.07
H 2.1535 -3.5395 -3.7727 0.02
H 1.7216 -2.0164 -4.5780 0.01
H 0.4516 -3.1284 -3.9796 0.01
C -1.7031 -0.0098 -2.8787 0.11
C -1.5415 -1.1765 -3.6959 0.15
C -1.8250 -1.1153 -5.1772 0.04
C -0.6914 -0.3912 -6.0165 0.04
C 0.3920 0.2312 -5.1735 0.14
C 0.0996 1.3484 -4.3349 0.17
C -1.2476 2.0566 -4.3348 0.03
C -2.2763 1.2789 -3.4465 0.03
H -2.7968 -0.6467 -5.4182 0.01
H -1.1586 0.3566 -6.6800 0.01
H -1.8749 -2.1466 -5.5469 0.00
H -3.1714 1.0596 -4.0423 0.01
H -1.8200 -0.1223 -1.7936 0.02
H -1.7342 -2.1569 -3.2692 0.02
H -2.5885 1.9458 -2.6295 0.00
H -1.1242 3.0693 -3.9170 0.00
H 0.9056 1.9198 -3.8730 0.03
H -1.6695 2.1754 -5.3370 0.00
H -0.2016 -1.1520 -6.6345 0.00
H 1.3932 0.1925 -5.6082 0.02
P -2.3038 -1.0698 0.9984 0.00
C -2.4325 -2.1903 2.4625 0.00
H -3.4736 -2.2630 2.7916 0.00
H -1.8041 -1.7910 3.2606 0.00
H -2.0494 -3.1778 2.1781 0.00
C -3.3799 0.3413 1.4819 0.00
H -4.2856 -0.0350 1.9745 0.00
H -3.6444 0.9031 0.5748 0.00
H -2.8091 0.9918 2.1558 0.00
C -3.4915 -1.9521 -0.0869 0.00
H -3.6533 -1.3722 -1.0098 0.00
H -4.4419 -2.0882 0.4572 0.00
H -3.0637 -2.9296 -0.3587 0.00
P 0.3285 2.4105 0.9033 0.00
C 1.5373 2.6008 -0.4894 0.01
H 1.5323 3.6585 -0.7949 0.00
H 1.2258 1.9975 -1.3478 0.02
H 2.5502 2.3257 -0.1925 0.00
C -1.0713 3.0860 -0.1284 0.00
H -1.0640 2.5485 -1.0828 0.00
H -0.9367 4.1591 -0.3482 0.00
H -2.0443 2.9350 0.3578 0.00
C 0.9628 3.9144 1.8032 0.00
H 1.1721 4.7601 1.1309 0.00
H 1.9157 3.6507 2.2990 0.00
H 0.2608 4.2664 2.5761 0.00
C -0.2117 -1.0690 4.9941 0.00
C -0.1820 0.4089 4.6434 0.00
C -1.0604 1.0802 5.6856 0.00
O -0.7394 0.6802 3.3256 0.00
B 0.2995 1.0882 2.4748 0.00
O 1.5396 0.8312 3.0815 0.00
C 1.2921 0.9417 4.4949 0.00
C 1.4185 2.4071 4.9044 0.00
C 2.3756 0.1814 5.2208 0.00
H 0.1802 -1.2234 6.0114 0.00
H 0.3816 -1.6827 4.3071 0.00
H -1.2377 -1.4493 5.0149 0.00
H -2.0559 0.6161 5.7044 0.00
H -0.6347 0.9451 6.6891 0.00
H -1.1947 2.1497 5.5109 0.00
H 1.4260 2.4999 5.9977 0.00
H 2.3720 2.7995 4.5298 0.00
H 0.6103 3.0372 4.5091 0.00
H 2.3531 -0.8884 5.0001 0.00
H 3.3517 0.5751 4.9213 0.00
H 2.2770 0.3133 6.3051 0.00
```

Results
LUMO energy (alpha / beta) in eV: -2.993 / -4.070
Spin multiplicity: 6
Largest force on an atom in Eh/bohr: 0.06393
⟨S²⟩: 8.7963
Orbital gap (alpha / beta) in Ha: 0.1631 / 0.2062
Energy relative to the best compared isomer or geometry (same formula, charge and spin) in kJ/mol: 346.0
Total charge: +1

=====

The following is a DFT calculation (ωB97M-V/def2-TZVPD) of a structure of composition C10H16MnN4O5S2 at a distorted geometry.

Structure (XYZ):
```
38
Properties=species:S:1:pos:R:3:lowdin_spin:R:1
Mn 0.7155 -0.6188 0.6887 1.26
N 0.5245 1.9402 3.7599 0.01
C -0.5273 1.2033 4.2356 -0.02
C -0.7641 0.2340 3.3283 0.00
N 0.1324 0.3884 2.3081 -0.03
C 0.9048 1.4289 2.5941 0.00
C 1.9474 1.7017 1.6397 0.00
N 1.9805 0.8830 0.5843 -0.03
C 3.0780 1.2107 -0.1704 0.00
C 3.6845 2.2511 0.4211 -0.02
N 2.9605 2.5502 1.5534 0.01
H 0.9338 2.7324 4.2359 0.00
H -1.0126 1.4307 5.1634 0.00
H -1.4982 -0.5457 3.3549 0.00
H 3.3523 0.6894 -1.0649 0.00
H 4.5595 2.8039 0.1423 0.00
H 3.1954 3.2825 2.2091 0.00
O -0.0885 -2.3913 0.9636 -0.02
S 1.3833 -2.7333 0.7238 0.00
O 1.8298 -4.0525 0.7825 0.00
O 1.5834 -1.8918 -0.5323 -0.03
O 1.9402 -1.6857 1.7155 -0.02
C -2.2022 -2.6049 -3.0697 0.00
C -1.1067 -1.8566 -2.3179 -0.01
S -1.8246 -0.8847 -0.9763 -0.02
O -0.6099 -0.0280 -0.3930 -0.07
C -2.7362 0.4166 -1.8163 0.00
C -1.9634 1.1804 -2.8686 0.00
H -1.7212 -3.2496 -3.8020 0.00
H -2.8675 -1.9361 -3.6044 0.00
H -2.7868 -3.2387 -2.4077 0.00
H -0.5239 -1.1774 -2.9455 0.00
H -0.4279 -2.5493 -1.8206 0.00
H -3.0849 1.0537 -1.0017 0.00
H -3.6148 -0.1017 -2.2069 0.00
H -1.0084 1.5330 -2.4839 0.00
H -2.5468 2.0506 -3.1620 0.00
H -1.7901 0.5816 -3.7602 0.00
```

Results
LUMO energy (alpha / beta) in eV: -10.833 / -8.908
Spin multiplicity: 2
Largest force on an atom in Eh/bohr: 0.02445
⟨S²⟩: 0.8793
Orbital gap (alpha / beta) in Ha: 0.1793 / 0.2546
Energy relative to the best compared isomer or geometry (same formula, charge and spin) in kJ/mol: 5.5
Total charge: +2

=====

The following is a DFT calculation (ωB97M-V/def2-TZVPD) of a structure of composition C30H54BN11PdSb at a distorted geometry.

Structure (XYZ):
```
98
Properties=species:S:1:pos:R:3:lowdin_spin:R:1
Pd 0.5087 0.7786 0.5613 1.37
C -3.3453 2.3199 0.1792 0.00
C -2.3194 2.0705 -0.8858 0.02
C -2.5181 2.0908 -2.2706 0.01
C -1.2558 2.0912 -2.8199 0.00
N -0.3568 2.0629 -1.8222 0.00
N -1.0105 2.0281 -0.6133 0.11
B 1.0743 2.7306 -1.7921 0.00
N 1.1543 3.5042 -0.4309 0.01
C 1.1773 4.8167 -0.1424 0.00
C 1.2027 4.9738 1.2254 0.01
C 1.1667 3.6770 1.7484 0.01
C 1.1810 3.2310 3.1748 0.00
N 1.1449 2.8116 0.7352 0.15
N 2.1618 1.6216 -1.7770 0.01
C 3.1975 1.4779 -2.6149 0.00
C 4.1184 0.6430 -2.0209 0.01
C 3.5737 0.3199 -0.7714 0.01
C 4.2357 -0.4376 0.3328 0.00
N 2.3736 0.9019 -0.6507 0.16
N 1.3541 3.6452 -2.9466 0.00
C 2.3680 4.5523 -3.0396 0.00
C 2.4819 4.9133 -4.3503 0.00
C 1.5032 4.1500 -5.0258 0.00
C 1.1995 4.1339 -6.4981 0.00
N 0.8375 3.3734 -4.1933 0.00
H -4.0694 3.0419 -0.1979 0.00
H -2.8820 2.7527 1.0657 0.00
H -3.9090 1.4327 0.4642 0.00
H -3.4579 2.1713 -2.7963 0.00
H -0.9246 2.1823 -3.8439 0.00
H 1.1698 5.5573 -0.9260 0.00
H 1.2439 5.9014 1.7749 0.00
H 1.9553 3.7589 3.7316 0.00
H 1.3909 2.1638 3.2468 0.00
H 0.2282 3.4329 3.6682 0.00
H 3.2227 2.0012 -3.5614 0.00
H 5.0794 0.3427 -2.4103 0.00
H 4.3177 -1.4951 0.0913 0.00
H 3.7005 -0.3194 1.2718 0.00
H 5.2499 -0.0647 0.4764 0.00
H 2.9504 4.8527 -2.1824 0.00
H 3.1626 5.6360 -4.7748 0.00
H 1.4866 5.0759 -6.9624 0.00
H 0.1373 3.9712 -6.6730 0.00
H 1.7477 3.3374 -7.0022 0.00
C -4.7302 -2.8581 0.4234 0.04
C -3.8355 -1.9544 -0.4262 0.10
C -4.5840 -0.7746 -1.0219 0.00
Sb -2.0769 -1.3805 0.7386 0.50
C -2.5443 -0.1436 2.4555 0.07
C -1.3512 -0.0918 3.4115 0.01
C -3.8364 -0.6141 3.1230 0.03
C -1.4276 -3.2707 1.5358 0.05
C -1.4742 -4.3082 0.4104 0.00
C -2.1891 -3.7070 2.7910 0.02
H -5.5591 -3.1770 -0.2184 0.01
H -5.1682 -2.3403 1.2748 0.00
H -4.2389 -3.7597 0.7774 0.00
H -3.3528 -2.5308 -1.2174 0.00
H -5.1391 -0.2249 -0.2596 0.00
H -5.3207 -1.1674 -1.7296 0.00
H -3.9393 -0.0875 -1.5637 0.00
H -2.7019 0.8353 2.0226 0.00
H -1.0860 -1.0726 3.8111 0.00
H -1.6027 0.5528 4.2584 0.00
H -0.4566 0.3339 2.9624 0.01
H -3.7651 -1.6171 3.5414 0.00
H -4.6932 -0.5792 2.4504 0.00
H -4.0524 0.0729 3.9480 0.01
H -0.3952 -3.0640 1.8022 0.00
H -2.4942 -4.5716 0.1274 0.00
H -0.9918 -5.2316 0.7465 0.00
H -0.9585 -3.9734 -0.4907 0.00
H -3.2615 -3.8130 2.6375 0.00
H -2.0309 -3.0345 3.6337 0.00
H -1.8120 -4.6911 3.0888 0.00
C 3.5050 -3.8364 1.5639 0.00
N 2.3433 -2.9870 1.8684 0.02
C 2.2089 -2.6664 3.2867 0.00
C 1.6758 -2.2587 0.9386 0.02
N 1.1081 -1.0963 1.3071 0.15
N 1.5132 -2.7815 -0.2914 0.02
C 1.0735 -2.0152 -1.4550 0.02
C 1.5970 -4.2261 -0.5507 0.00
H 4.3414 -3.5040 2.1786 0.00
H 3.7970 -3.7442 0.5268 0.00
H 3.3043 -4.8830 1.7875 0.00
H 2.4636 -3.5536 3.8622 0.00
H 1.1818 -2.4010 3.5319 0.00
H 2.8821 -1.8597 3.5931 0.00
H 1.3736 -0.8863 2.2590 0.00
H 1.0049 -0.9631 -1.2420 0.00
H 0.1036 -2.3866 -1.8009 0.01
H 1.7888 -2.1333 -2.2692 0.00
H 1.5135 -4.7923 0.3709 0.00
H 2.5173 -4.4988 -1.0653 0.00
H 0.7634 -4.4974 -1.1962 0.00
```

Results
LUMO energy (alpha / beta) in eV: -4.142 / -8.417
Spin multiplicity: 4
Largest force on an atom in Eh/bohr: 0.02260
⟨S²⟩: 3.7597
Orbital gap (alpha / beta) in Ha: 0.3311 / 0.1740
Energy relative to the best compared isomer or geometry (same formula, charge and spin) in kJ/mol: 25.2
Total charge: +2

=====

The following is a DFT calculation (ωB97M-V/def2-TZVPD) of the molecule C2H3N3O at a distorted geometry.

Structure (XYZ):
```
9
Properties=species:S:1:pos:R:3:mulliken_charge:R:1
O -0.4364 -0.4995 1.9829 -0.51
C -0.1163 -0.1771 0.7305 0.44
N 1.1477 0.0694 0.5430 -0.34
N 1.3309 0.3815 -0.7623 -0.43
C 0.1709 0.3155 -1.3314 -0.07
N -0.8167 -0.0422 -0.4222 -0.09
H 0.5146 -0.4036 2.2565 0.43
H 0.0057 0.5148 -2.3757 0.38
H -1.8005 -0.1587 -0.6212 0.19
```

Results
LUMO energy in eV: 0.612
Spin multiplicity: 1
SMILES: Oc1nnc[nH]1
Largest force on an atom in Eh/bohr: 0.02864
Orbital gap in Ha: 0.3639
Energy relative to the best compared isomer or geometry (same formula, charge and spin) in kJ/mol: 101.7
Total charge: 0

=====

The following is a DFT calculation (ωB97M-V/def2-TZVPD) of a cluster of 2 separate species, C5H10O2 in total at a distorted geometry.

Structure (XYZ):
```
17
Properties=species:S:1:pos:R:3:mulliken_charge:R:1
C -1.1321 -2.2661 0.2484 -0.59
C -0.1206 -1.5730 -0.2691 -0.61
C 0.1020 -0.1117 -0.1423 0.53
C 0.8678 0.5041 0.7426 0.82
C 1.3208 1.9180 0.7993 -1.25
O 1.5258 -0.1661 1.7358 -0.52
H -1.2779 -3.3151 0.0243 0.32
H -1.7290 -1.8875 1.0716 0.27
H 0.3164 -2.0075 -1.1706 0.27
H -0.3781 0.3577 -0.9853 -0.51
H 2.3994 2.0090 0.7247 0.30
H 0.9323 2.3540 1.7270 0.31
H 0.8692 2.6394 0.1150 0.33
H 1.2631 -1.0817 1.8561 0.34
O -1.9067 1.1149 -2.1005 -0.67
H -2.0562 0.1662 -2.0848 0.33
H -0.9963 1.3455 -2.2922 0.33
```

Results
LUMO energy in eV: 0.746
Spin multiplicity: 1
SMILES: C=C/C=C(/C)O.O
Largest force on an atom in Eh/bohr: 0.03335
Orbital gap in Ha: 0.3485
Energy relative to the best compared isomer or geometry (same formula, charge and spin) in kJ/mol: 267.0
Total charge: 0

=====

> Which value of energy relative to the best compared isomer or geometry (same formula, charge and spin) does entry 2 give?

5.5 kJ/mol

=====

> Number 4 is which compound?

C2H3N3O